# C43H111N21O13

C43H111N21O13 as an isolated structure at a distorted geometry (the ωB97M-V functional and the def2-TZVPD basis, OMol25).

```
188
C43H111N21O13 (the ωB97M-V functional and the def2-TZVPD basis)
C 5.7974 3.4501 -2.7640
C 5.4908 2.1046 -2.0252
C 5.6510 2.5717 -0.6091
C 5.2087 1.5365 0.4597
C 3.6863 1.0445 0.1271
C 3.4377 0.6583 -1.3423
N 4.0411 1.7440 -2.1296
O 3.6602 1.6843 -3.3875
C 4.0154 -0.8086 -1.5496
C 1.8738 0.7023 -1.4727
C 6.5296 1.0429 -2.4963
H 5.2542 4.3658 -2.5306
H 5.7140 3.4205 -3.8504
H 6.8566 3.6116 -2.5640
H 6.6235 2.9784 -0.3316
H 4.9255 3.3838 -0.5612
H 5.2148 1.9985 1.4470
H 5.9058 0.7008 0.5205
H 2.9650 1.8025 0.4326
H 3.4356 0.1410 0.6830
H 4.9904 -1.0762 -1.1425
H 3.3699 -1.5696 -1.1110
H 4.0420 -0.9097 -2.6346
H 1.3412 0.4294 -0.5617
H 1.5036 1.6837 -1.7694
H 1.5025 0.0872 -2.2925
H 6.7468 0.1968 -1.8443
H 7.4701 1.4323 -2.8862
H 6.0139 0.4651 -3.2633
H 2.7027 1.6803 -3.4559
C -0.8541 -1.9419 -0.7309
C -0.2297 -2.7786 -1.8722
C -0.3199 -4.2978 -1.6538
C -1.7700 -4.8044 -1.8038
C -2.3281 -4.3706 -3.2354
C -2.1579 -2.9183 -3.6034
N -0.7796 -2.4684 -3.2550
O -0.5301 -1.1065 -3.5732
C -2.2996 -2.7460 -5.1669
C -3.2838 -2.0641 -3.0197
C 1.3327 -2.4802 -1.8619
H -1.2316 -2.5214 0.1116
H -1.4314 -1.1345 -1.1814
H -0.0654 -1.2888 -0.3572
H 0.2368 -4.8383 -2.4193
H 0.0480 -4.5476 -0.6586
H -2.4265 -4.2437 -1.1384
H -1.9212 -5.8671 -1.6144
H -3.4005 -4.5592 -3.2860
H -1.9388 -5.0711 -3.9742
H -1.6097 -3.4091 -5.6888
H -3.3098 -3.1007 -5.3713
H -2.2507 -1.7107 -5.5043
H -4.2470 -2.2317 -3.5016
H -3.4381 -2.0086 -1.9421
H -3.1736 -1.0401 -3.3765
H 1.8951 -3.2213 -2.4297
H 1.8972 -2.5302 -0.9308
H 1.6605 -1.5395 -2.3042
H 0.0102 -1.1015 -4.3667
C 1.9280 -1.2833 4.3311
C 1.5679 -2.0140 3.0305
C 1.8392 -0.9435 1.9240
C 2.0511 -1.4013 0.4670
C 3.0856 -2.4920 0.5113
C 2.6918 -3.6657 1.4591
N 2.5138 -3.1361 2.8194
O 2.6169 -4.1049 3.8562
C 1.4330 -4.3800 0.9298
C 3.8841 -4.6756 1.5110
C 0.0446 -2.5114 3.0746
H 1.3357 -0.3765 4.4539
H 2.9112 -0.8135 4.3090
H 1.8812 -1.8522 5.2597
H 1.1314 -0.1148 1.9116
H 2.7361 -0.3824 2.1866
H 2.3648 -0.5940 -0.1948
H 1.1439 -1.7718 -0.0105
H 3.9760 -2.0441 0.9525
H 3.3050 -2.8441 -0.4967
H 1.2727 -5.3566 1.3866
H 0.5455 -3.7603 0.8016
H 1.5304 -4.7291 -0.0982
H 4.7837 -4.1732 1.1553
H 4.2703 -5.1948 2.3882
H 3.8643 -5.3518 0.6563
H -0.5371 -2.0586 2.2717
H -0.3574 -2.1813 4.0325
H -0.2047 -3.5657 2.9549
H 1.8197 -4.6104 3.6814
C 1.3049 3.4002 3.6089
O 0.8532 2.3927 3.1168
N 2.2900 4.1631 3.2020
N 1.0550 4.0023 4.7394
H 2.2010 5.1280 3.4870
H 2.9502 3.9417 2.4704
H 0.4365 3.5339 5.3861
H 1.4729 4.8681 5.0489
C -5.1536 -1.7730 0.5204
O -5.1435 -0.6863 -0.0629
N -5.2499 -1.8852 1.7989
N -4.9920 -2.8530 -0.1071
H -5.3416 -2.8152 2.1819
H -5.1756 -1.0049 2.2885
H -5.0809 -2.6781 -1.0979
H -5.0304 -3.7835 0.2838
C -3.3013 4.0923 1.5189
O -4.2803 4.8960 1.2854
N -2.9097 3.0734 0.8517
N -2.5769 4.3533 2.6151
H -2.2069 2.4635 1.2442
H -3.4225 2.8300 0.0163
H -2.7925 5.2103 3.1042
H -1.8904 3.6685 2.8978
C -2.3862 -4.3561 1.1007
O -2.9782 -4.9364 2.0300
N -2.9916 -3.5448 0.2545
N -1.1092 -4.4195 0.8111
H -3.9568 -3.3886 0.5078
H -2.5062 -2.8997 -0.3525
H -0.9221 -4.2920 -0.1732
H -0.4676 -4.8601 1.4549
C 2.5121 3.5843 0.7860
O 3.4126 3.1516 1.4551
N 2.6353 4.6454 0.0230
N 1.2839 3.1609 0.8268
H 3.6041 4.8970 -0.1125
H 1.7980 4.9484 -0.4537
H 0.9769 2.4799 1.5066
H 0.6299 3.7089 0.2863
C -0.3507 1.6679 -2.9959
O -0.9674 2.6300 -2.6331
N 0.3354 1.6190 -4.1064
N -0.3075 0.5930 -2.2631
H 0.8435 0.7759 -4.3326
H 0.2133 2.3749 -4.7649
H -1.1096 0.7381 -1.6667
H 0.1348 -0.2621 -2.5686
C 0.2412 4.4738 -1.2900
O 0.7969 5.3734 -0.7507
N 0.7274 3.9202 -2.3127
N -0.7187 3.8122 -0.7120
H 1.3869 4.4700 -2.8444
H 0.3740 3.0591 -2.7048
H -0.8796 4.0923 0.2450
H -1.0810 3.0655 -1.2876
C -1.2979 0.8897 4.8395
O -2.4713 0.5640 4.8406
N -0.8972 1.7934 3.9783
N -0.4166 0.5688 5.6953
H -1.7531 2.1993 3.6277
H 0.0290 2.1581 3.8076
H 0.5753 0.6393 5.5183
H -0.8152 -0.0709 6.3676
C 0.1063 0.8587 0.2461
C -1.1948 1.4010 0.7592
C -2.2937 0.3568 0.7456
O -1.8157 -0.6495 1.6093
C -2.6361 -1.7914 1.7559
N -1.1262 2.1853 1.9231
H 0.4558 -0.0326 0.7671
H 0.9842 1.4809 0.0720
H -0.0336 0.3599 -0.7129
H -1.6035 2.1573 0.0890
H -2.3402 0.0625 -0.3029
H -3.2668 0.6274 1.1554
H -1.8603 -2.4346 2.1713
H -2.9366 -2.0556 0.7420
H -3.4913 -1.6228 2.4103
H -0.1764 2.4752 2.1070
H -1.4518 1.4958 2.5854
C -3.2319 0.5309 -2.4202
C -3.9449 1.8029 -1.9424
C -4.5143 1.6284 -0.5388
O -5.3887 2.7298 -0.1114
C -6.1984 2.5072 1.0516
N -3.1186 3.0201 -2.1351
H -2.6338 0.6050 -3.3284
H -3.7540 -0.4226 -2.5001
H -2.5152 0.3213 -1.6262
H -4.8628 1.8081 -2.5303
H -3.7193 1.5628 0.2040
H -5.2048 0.7895 -0.4526
H -5.6037 2.6207 1.9580
H -6.6090 1.5017 1.1427
H -6.9633 3.2826 1.0093
H -3.6826 3.7580 -1.7382
H -2.9976 3.2905 -3.1006
```

## Properties
**E**: -104256.1835 eV
**Kohn-Sham gap**: 7.24 eV
**E_HOMO**: -0.2776 Ha
**Spin multiplicity**: 1
**Energy above the lowest of the compared OMol25 structures with the same formula, charge and spin**: 4481.65 kJ/mol
**LUMO level**: -0.0115 Ha

=====

# C43H121MgN19O20

C43H121MgN19O20 as an isolated structure at a distorted geometry (the ωB97M-V functional and the def2-TZVPD basis, OMol25).

```
204
C43H121MgN19O20 (the ωB97M-V functional and the def2-TZVPD basis)
Mg 0.2263 3.1999 -1.7142
O -2.9752 5.8349 -1.7328
C -1.6576 5.5289 -1.7823
O -0.9080 6.4741 -1.4031
O -1.3706 4.3208 -2.0921
H -3.0372 6.7799 -1.5102
O 0.1515 -0.4405 -0.5154
C 0.2567 0.7566 -0.9735
O -0.4407 1.7400 -0.5248
O 1.0752 1.0562 -1.8334
H -0.5740 -0.3398 0.2361
C -4.8429 0.6011 3.2662
O -5.4361 -0.3670 2.8106
N -4.5334 0.7855 4.5788
N -4.2106 1.4109 2.4032
H -3.6733 1.2676 4.8302
H -4.7006 0.0208 5.1951
H -4.4984 1.2914 1.4289
H -3.7016 2.2379 2.6587
C 4.2784 -3.9638 4.3582
O 4.2641 -4.1958 5.5371
N 5.4197 -3.6023 3.6519
N 3.2477 -4.0096 3.4571
H 6.2713 -3.7155 4.1572
H 5.3063 -3.6230 2.6319
H 3.3189 -3.3874 2.6645
H 2.3311 -4.0792 3.8555
C 3.1957 -2.6075 -0.0595
O 4.0577 -3.3449 0.4683
N 3.4757 -1.3939 -0.4855
N 1.8865 -3.0245 0.0241
H 2.7059 -0.7059 -0.5745
H 4.3667 -1.0461 -0.1766
H 1.3021 -2.4327 -0.5763
H 1.7358 -3.9896 -0.1556
C 3.1610 -4.5796 -4.1905
O 3.8850 -5.0731 -3.3714
N 3.2142 -4.9463 -5.5126
N 2.3491 -3.5013 -3.9892
H 4.0307 -5.5844 -5.5721
H 3.2694 -4.2076 -6.1658
H 2.3946 -2.9954 -3.0938
H 1.7636 -3.0177 -4.6265
C 1.9313 5.0296 0.1196
O 1.6093 4.0065 -0.5023
N 3.0514 5.0359 0.9311
N 1.2161 6.1653 0.0085
H 3.1098 5.6173 1.7503
H 3.3016 4.0982 1.1912
H 1.6520 6.9507 0.4578
H 0.4767 6.2472 -0.6914
C -1.4388 -2.5654 2.3389
C -0.9639 -1.1494 2.7465
C 0.5383 -1.0274 2.7465
O 1.2319 -1.9569 3.6008
C 0.6675 -2.0937 4.8838
N -1.4697 -0.3072 1.6717
H -2.5172 -2.5165 2.3966
H -1.1580 -3.3516 3.0220
H -1.0250 -2.7015 1.3462
H -1.4500 -0.8892 3.6846
H 0.8122 0.0077 2.9689
H 0.8610 -1.3594 1.7519
H -0.3575 -2.4136 4.8678
H 0.7062 -1.1225 5.3934
H 1.3438 -2.7250 5.4644
H -1.4449 0.6868 1.9069
H -2.4304 -0.5198 1.3984
C 0.3000 2.4444 6.9810
C -1.1044 1.9598 6.8254
C -2.2747 2.8782 7.3412
O -2.1567 3.1263 8.7449
C -3.1815 3.7473 9.4138
N -1.5897 1.6884 5.4142
H 0.5878 3.3305 6.4231
H 0.9904 1.6472 6.5984
H 0.4414 2.5349 8.0765
H -1.3247 1.0552 7.3957
H -3.2079 2.3681 7.1662
H -2.3291 3.7532 6.7226
H -2.8073 4.1583 10.3669
H -3.9226 3.0346 9.7119
H -3.5693 4.6431 8.8731
H -0.8881 1.0739 5.0499
H -1.4419 2.5653 4.8669
C -1.6910 -5.2919 0.2421
C -2.4609 -6.4462 -0.3838
C -1.7207 -7.7883 -0.0725
O -2.4546 -8.8430 -0.7283
C -1.8623 -10.1462 -0.6290
N -3.8829 -6.4279 -0.0763
H -0.6916 -5.2919 -0.2398
H -1.5632 -5.4777 1.3259
H -2.3146 -4.4064 0.2702
H -2.3758 -6.4153 -1.4667
H -1.5858 -7.9968 0.9858
H -0.6944 -7.7376 -0.4497
H -0.7885 -10.0430 -0.8217
H -2.2994 -10.6681 -1.4743
H -2.0428 -10.6224 0.3483
H -4.0471 -6.9004 0.8184
H -4.3588 -6.9960 -0.8027
C 5.8593 0.4705 -5.3027
C 5.0243 0.9803 -4.1127
C 3.5775 0.4048 -4.0260
O 2.8927 0.7302 -5.2057
C 2.2165 -0.2922 -5.8038
N 5.6412 0.7455 -2.8145
H 6.8188 0.9522 -5.3755
H 5.2285 0.5792 -6.2130
H 6.0524 -0.5736 -5.2100
H 4.9052 2.0410 -4.2531
H 3.0433 0.7929 -3.1764
H 3.6392 -0.6595 -3.8481
H 1.2591 -0.5991 -5.3644
H 2.8270 -1.2115 -5.8088
H 1.9924 0.0033 -6.8207
H 5.7759 -0.2312 -2.7239
H 5.1973 1.1569 -2.0167
C -0.9315 5.6558 4.5141
C -1.4375 6.2821 3.1837
C -2.6378 5.5234 2.7297
O -2.3654 4.1360 2.5173
C -1.7076 3.8404 1.2887
N -1.7953 7.6665 3.4082
H -0.6435 4.6134 4.3540
H -1.7313 5.7017 5.2630
H -0.0111 6.1446 4.7687
H -0.6975 6.1611 2.4205
H -3.0097 5.9895 1.7685
H -3.4806 5.5016 3.3985
H -0.6734 4.1547 1.1611
H -2.2136 4.2376 0.3611
H -1.7486 2.7824 1.0685
H -1.0673 8.1830 3.8992
H -2.0678 8.1869 2.5960
C 4.3400 2.7660 4.4418
C 3.4594 1.7481 3.6624
C 4.0099 1.2996 2.2783
O 4.2354 2.4490 1.4506
C 4.6113 2.1364 0.0986
N 3.1128 0.5530 4.4365
H 5.2592 2.3124 4.8175
H 3.8275 3.2142 5.2898
H 4.5885 3.6090 3.7762
H 2.5030 2.2722 3.4362
H 3.4179 0.6617 1.6560
H 5.0160 0.8516 2.3716
H 3.8582 1.5797 -0.4822
H 5.5559 1.5982 0.2223
H 4.7598 3.0745 -0.4432
H 3.8981 0.0432 4.7775
H 2.5669 -0.1876 4.0131
C -2.9128 -1.7652 -1.7275
C -3.5540 -0.6587 -0.9365
C -4.6086 0.2731 -1.5805
O -4.8095 1.5133 -0.8152
C -3.9421 2.5853 -1.0771
N -4.0057 -1.2756 0.2983
H -3.5361 -2.6388 -1.8875
H -1.9660 -1.9880 -1.2308
H -2.7750 -1.5175 -2.7797
H -2.7219 0.0441 -0.7270
H -5.6119 -0.1865 -1.5231
H -4.3339 0.5513 -2.6451
H -4.2701 3.0751 -2.0194
H -2.9122 2.2832 -1.2419
H -3.9824 3.2834 -0.2340
H -4.5426 -2.1355 0.1520
H -4.6234 -0.6641 0.8760
C -1.3904 -3.4556 -4.3809
C -0.8239 -4.2739 -5.5620
C -1.8622 -5.0181 -6.3571
O -2.9403 -4.1914 -6.8680
C -3.9230 -4.9834 -7.5288
N -0.1037 -3.2187 -6.3568
H -0.6245 -2.8492 -3.9620
H -1.7605 -4.0390 -3.5166
H -2.2119 -2.8007 -4.6826
H -0.0753 -4.9912 -5.1266
H -2.3231 -5.7654 -5.6505
H -1.5143 -5.6146 -7.1813
H -3.4740 -5.5189 -8.3777
H -4.6838 -4.3045 -7.8790
H -4.3285 -5.6858 -6.8200
H 0.5116 -3.7121 -7.0032
H -0.8686 -2.7934 -6.8957
C 1.3882 3.9991 -5.9401
C 0.6114 3.8218 -4.6670
C -0.1936 2.4906 -4.7830
O -0.8136 2.1675 -3.5510
C -1.5031 0.9522 -3.4819
N 1.5029 3.6627 -3.4935
H 2.1471 4.6956 -5.6286
H 0.8455 4.5158 -6.7446
H 1.7881 3.0561 -6.3821
H 0.0564 4.7290 -4.4768
H 0.4800 1.6949 -5.1099
H -0.9345 2.5973 -5.5477
H -1.7277 0.7407 -2.4257
H -0.9569 0.0884 -3.8866
H -2.4373 1.0128 -4.0606
H 2.0111 4.4607 -3.2411
H 2.1685 2.9322 -3.6132
```

## Properties
**E**: -121267.2151 eV
**Kohn-Sham gap**: 8.98 eV
**E_HOMO**: -0.3274 Ha
**Spin multiplicity**: 1
**LUMO level**: 0.0024 Ha

=====

# C43H27Cl2N3OPdS2

C43H27Cl2N3OPdS2 as an isolated structure (the ωB97M-V functional and the def2-TZVPD basis, OMol25).

```
79
C43H27Cl2N3OPdS2 (the ωB97M-V functional and the def2-TZVPD basis)
Pd 0.1513 0.0374 -0.0263
Cl 0.7817 -0.2103 5.3954
C -0.0852 0.9240 4.4099
C -0.8724 1.8854 5.0325
C -1.5930 2.7937 4.3013
Cl -2.5660 3.9839 5.1283
C -1.5588 2.7588 2.8936
C -2.2830 3.6512 2.0708
C -2.2195 3.5339 0.7141
C -1.4415 2.5107 0.1550
N -0.7487 1.6695 0.8933
C -0.7613 1.7704 2.2559
C 0.0532 0.8092 3.0067
O 0.7710 -0.0449 2.4332
H -0.9142 1.9097 6.1136
H -2.8845 4.4210 2.5344
H -2.7624 4.2038 0.0623
H -1.3831 2.3839 -0.9180
S 3.6114 -4.0587 -4.6185
C 5.0638 -3.3334 -5.1535
C 5.3836 -2.2375 -4.4137
C 4.4377 -1.9818 -3.3867
C 3.4198 -2.8931 -3.3652
C 2.2851 -2.9331 -2.4379
C 1.8186 -1.7194 -1.8984
N 0.8315 -1.6457 -1.0328
C 0.2092 -2.7889 -0.6469
C 0.5941 -4.0416 -1.1316
C -0.0841 -5.2116 -0.6406
C -1.0577 -5.1178 0.2884
C -1.4660 -3.8410 0.8087
C -2.4272 -3.6818 1.8185
C -2.7517 -2.4226 2.2751
C -2.1026 -1.3267 1.6724
N -1.1920 -1.4547 0.7397
C -0.8492 -2.6888 0.3157
C -3.7201 -2.1947 3.3504
C -4.7822 -2.9753 3.7127
C -5.5062 -2.4462 4.8102
C -4.9782 -1.2734 5.2593
S -3.5992 -0.8097 4.3700
C 1.6590 -4.0943 -2.0430
H 5.5991 -3.7511 -5.9905
H 6.2623 -1.6345 -4.5871
H 4.5240 -1.1668 -2.6800
H 2.2839 -0.7827 -2.1742
H 0.2191 -6.1778 -1.0240
H -1.5465 -6.0082 0.6634
H -2.8889 -4.5587 2.2565
H -2.3395 -0.3140 1.9772
H -5.0559 -3.8841 3.1947
H -6.3817 -2.9102 5.2394
H -5.3226 -0.6582 6.0746
H 1.9987 -5.0539 -2.4162
C 6.4131 2.8101 -1.8515
C 6.2472 2.5623 -0.4955
C 5.0633 2.0131 -0.0281
C 4.0149 1.7133 -0.8997
C 4.2015 1.9517 -2.2626
C 5.3870 2.4974 -2.7323
C 2.7831 1.0977 -0.3551
C 1.5339 1.2181 -0.8102
C 1.0921 2.1549 -1.8642
C 1.3525 3.5211 -1.7491
C 0.8921 4.4143 -2.7049
C 0.1642 3.9590 -3.7959
C -0.1081 2.6021 -3.9188
C 0.3425 1.7115 -2.9559
H 7.3373 3.2367 -2.2196
H 7.0437 2.7943 0.2002
H 4.9388 1.8146 1.0302
H 3.4118 1.7080 -2.9630
H 5.5098 2.6762 -3.7934
H 2.9400 0.4637 0.5159
H 1.9182 3.8743 -0.8955
H 1.1007 5.4713 -2.5970
H -0.1953 4.6563 -4.5417
H -0.6817 2.2388 -4.7624
H 0.1025 0.6572 -3.0387
```

## Properties
**E**: -101743.8077 eV
**Kohn-Sham gap**: 5.61 eV
**E_HOMO**: -0.2407 Ha
**Spin multiplicity**: 1
**Energy above the lowest of the compared OMol25 structures with the same formula, charge and spin**: 0.00 kJ/mol
**LUMO level**: -0.0346 Ha